# 1
# C2H2Cl2S2

The molecule C2H2Cl2S2 (the ωB97M-V functional and the def2-TZVPD basis, the Open Molecules 2025 dataset).

For the energy above the lowest of the compared OMol25 structures with the same formula, charge and spin, the calculation gives 41.4 kcal per mole. The total energy comes out at -1794.077817 Ha. The HOMO-LUMO gap (spin up / spin down) comes out at 7.486 / 7.112 eV.

Positions of all 8 atoms, in Å:
1 C 0.27770 0.71689 0.97433
2 C -0.43515 -0.62762 -1.22230
3 S -0.66675 -0.81418 1.30551
4 S 0.63213 0.72405 -0.81395
5 Cl 1.81071 0.73601 1.89739
6 Cl 0.16024 -1.87997 -2.16468
7 H -0.27831 1.60298 1.28415
8 H -1.50057 -0.45815 -1.26046

---

# 2
# C2H2Cl3NS2

The molecule C2H2Cl3NS2 (the ωB97M-V functional and the def2-TZVPD basis, the Open Molecules 2025 dataset).

For the energy above the lowest of the compared OMol25 structures with the same formula, charge and spin, the calculation gives 11.5 kcal per mole. The total energy comes out at -2309.070815 Ha. The HOMO-LUMO gap comes out at 8.279 eV. As for the SMILES: S=C(NS)C(Cl)(Cl)Cl.

Positions of all 10 atoms, in Å:
1 S 2.08883 0.59550 0.27649
2 C 0.41171 0.45430 0.07983
3 N -0.41169 1.47943 -0.23165
4 S 0.06208 3.11934 -0.32832
5 C -0.36802 -0.86522 0.08833
6 Cl -1.29141 -1.07170 -1.39908
7 Cl -1.38268 -0.95060 1.57369
8 Cl 0.84786 -2.20254 0.01354
9 H -1.35225 1.40632 -0.13272
10 H 0.60330 3.08800 -1.62409

---

# 3
# C2H2Cl3OP

A cluster of 2 separate species, C2H2Cl3OP in total (the ωB97M-V functional and the def2-TZVPD basis, the Open Molecules 2025 dataset).

For the energy above the lowest of the compared OMol25 structures with the same formula, charge and spin, the calculation gives 109.2 kcal per mole. The total energy comes out at -1874.464048 Ha. The HOMO-LUMO gap (spin up / spin down) comes out at 7.719 / 7.429 eV.

Positions of all 9 atoms, in Å:
1 C 0.44748 -1.20651 -0.87449
2 C -1.09077 -0.18207 0.89394
3 O 2.35002 -0.77808 0.78626
4 P 1.31747 -1.78940 0.59994
5 Cl -0.77971 -1.96295 -1.74146
6 Cl -2.57636 -0.50804 0.15535
7 Cl -0.80034 -1.07378 2.37039
8 H 0.72454 -0.21899 -1.25188
9 H -0.79533 0.85330 0.97710

---

# 4
# C2H2Cl4O

The molecule C2H2Cl4O (the ωB97M-V functional and the def2-TZVPD basis, the Open Molecules 2025 dataset).

For the energy above the lowest of the compared OMol25 structures with the same formula, charge and spin, the calculation gives 1.5 kcal per mole. The total energy comes out at -1993.384901 Ha. The HOMO-LUMO gap comes out at 11.173 eV. As for the SMILES: O[C@@H](Cl)C(Cl)(Cl)Cl.

Positions of all 9 atoms, in Å:
1 O 0.67362 -0.34967 -0.56982
2 C -0.14545 0.37171 0.23409
3 Cl -0.17253 2.07555 0.04994
4 C -1.82997 -0.00069 0.02190
5 Cl -2.11918 0.05036 -1.75283
6 Cl -2.17005 -1.56578 0.65644
7 Cl -2.88754 1.12292 0.81550
8 H 0.21760 -0.49058 -1.49673
9 H -0.07349 0.13780 1.22289

---

# 5
# C2H2ClF2I

A cluster of 2 separate species, C2H2ClF2I in total (the ωB97M-V functional and the def2-TZVPD basis, the Open Molecules 2025 dataset).

For the energy above the lowest of the compared OMol25 structures with the same formula, charge and spin, the calculation gives 99.6 kcal per mole. The total energy comes out at -1034.856075 Ha. The HOMO-LUMO gap (spin up / spin down) comes out at 7.331 / 8.796 eV.

Positions of all 8 atoms, in Å:
1 C 0.77153 -0.23641 1.53211
2 C -0.58514 -0.00217 -1.10841
3 F 0.66877 0.93508 2.01246
4 F -1.75031 0.34594 -0.57593
5 Cl -0.79726 -1.52713 -1.88398
6 I 0.27454 1.65406 -2.14509
7 H -0.04246 -1.01792 1.54182
8 H 1.46033 -0.15145 0.62701

---

# 6
# C2H2ClF2P

A cluster of 2 separate species, C2H2ClF2P in total (the ωB97M-V functional and the def2-TZVPD basis, the Open Molecules 2025 dataset).

For the energy above the lowest of the compared OMol25 structures with the same formula, charge and spin, the calculation gives 59.0 kcal per mole. The total energy comes out at -1078.530902 Ha. The HOMO-LUMO gap comes out at 9.162 eV.

Positions of all 8 atoms, in Å:
1 C -0.85906 -0.15291 0.16033
2 C 1.35753 -0.12656 -0.31846
3 F 1.80225 0.91156 0.36598
4 F 1.70424 -1.33264 0.34633
5 P -1.44301 1.37126 0.16529
6 Cl -1.34337 -1.70165 0.39672
7 H 1.54169 -0.06769 -1.31917
8 H -2.76027 1.09863 0.20298